No. 1
{"formula": "C3H6N2O2", "method": "ωB97M-V with the def2-TZVPD basis set", "de_lowest_kcal_mol": 123.3, "smiles": "Cn1on(C)c1=O", "e_lumo_ev": 1.0, "energy_ha": -377.76290, "homo_ev": -9.26, "charge": 0, "orbital_gap_ev": 10.2228, "symbols": ["O", "O", "N", "N", "C", "C", "C", "H", "H", "H", "H", "H", "H"], "positions_angstrom": [[0.273, 0.970, 0.007], [0.470, -1.574, -1.788], [-0.484, 0.506, -1.124], [0.717, -0.406, 0.189], [2.026, -0.729, 0.719], [-1.890, 0.550, -0.859], [0.213, -0.687, -1.059], [-2.408, 0.114, -1.726], [-2.324, 1.560, -0.705], [2.070, -1.155, 1.751], [-2.265, -0.001, 0.049], [2.604, 0.155, 0.584], [2.278, -1.567, 0.106]], "mulliken_charge": [-0.27, -0.55, -0.03, -0.04, -0.74, -0.73, 0.61, 0.34, 0.25, 0.23, 0.28, 0.32, 0.33]}

No. 2
{"formula": "C2H8N3", "method": "ωB97M-V with the def2-TZVPD basis set", "de_lowest_kcal_mol": 133.1, "e_lumo_ev": -3.4, "energy_ha": -244.85551, "homo_ev": -13.92, "charge": 1, "orbital_gap_ev": 10.5534, "symbols": ["N", "N", "N", "C", "C", "H", "H", "H", "H", "H", "H", "H", "H"], "positions_angstrom": [[-1.462, -1.771, 0.024], [-0.336, 1.646, -0.476], [-0.544, -0.894, -0.325], [-0.143, 0.338, -0.394], [0.815, -0.747, -0.194], [-3.169, 0.071, -1.009], [1.317, -0.829, 0.854], [-2.249, -1.859, -0.665], [0.400, 2.272, -0.598], [-1.342, 1.890, -0.363], [1.519, -0.924, -0.940], [-2.423, -0.056, -1.220], [-1.170, -2.575, 0.602]], "mulliken_charge": [-0.65, -0.34, 0.29, 0.59, -0.49, 0.37, 0.26, 0.29, 0.24, 0.29, 0.30, -0.41, 0.26]}

No. 3
{"formula": "C48H40GeIN11O2ReS2", "method": "ωB97M-V with the def2-TZVPD basis set", "de_lowest_kcal_mol": 6.1, "e_lumo_ev": [-0.2, -0.1], "spin_multiplicity": 2, "energy_ha": -5855.11854, "homo_ev": [-5.24, -5.62], "charge": 0, "orbital_gap_ev": [5.0530, 5.5420], "symbols": ["Re", "I", "Ge", "S", "S", "O", "O", "N", "N", "N", "N", "N", "N", "N", "N", "N", "N", "N", "C", "C", "C", "C", "C", "C", "C", "C", "C", "C", "C", "C", "C", "C", "C", "C", "C", "C", "C", "C", "C", "C", "C", "C", "C", "C", "C", "C", "C", "C", "C", "C", "C", "C", "C", "C", "C", "C", "C", "C", "C", "C", "C", "C", "C", "C", "C", "C", "H", "H", "H", "H", "H", "H", "H", "H", "H", "H", "H", "H", "H", "H", "H", "H", "H", "H", "H", "H", "H", "H", "H", "H", "H", "H", "H", "H", "H", "H", "H", "H", "H", "H", "H", "H", "H", "H", "H", "H"], "positions_angstrom": [[-0.404, -0.387, 0.463], [-3.663, -5.846, 6.795], [2.340, -0.406, -1.818], [0.463, 2.512, -0.667], [1.599, 0.243, 2.664], [-0.538, -2.145, 1.656], [-1.364, -0.492, 2.836], [-1.258, -2.350, -1.202], [-0.809, 1.370, -0.587], [0.163, 1.677, 4.558], [-2.175, -2.391, -2.144], [-2.631, -0.226, 0.230], [-1.188, -4.368, -2.095], [2.057, 0.864, 5.231], [-0.737, 2.668, 2.636], [-2.870, -3.997, -3.717], [-2.097, -3.592, -2.635], [-2.326, 2.839, -1.693], [-3.105, 2.859, 2.345], [1.382, 2.079, -5.117], [3.437, -4.813, -3.238], [-5.348, 0.080, -0.337], [4.338, -4.086, -2.473], [-1.756, 4.417, -3.433], [1.416, 0.513, -3.275], [-1.372, 3.578, -2.393], [-1.148, -1.708, 2.691], [0.300, 1.989, 5.905], [-3.322, 2.264, 3.577], [4.030, 1.210, -0.085], [4.022, -2.798, -2.062], [-0.814, 5.188, -4.096], [-3.143, -3.141, 5.549], [0.054, 1.770, -5.372], [0.079, 0.216, -3.537], [-1.401, -4.039, 3.578], [-2.043, 1.705, -0.943], [-0.667, -3.547, -1.187], [-0.968, 2.079, 3.791], [-0.600, 0.839, -4.575], [-2.821, -4.487, 5.451], [2.054, 1.458, -4.072], [1.915, -2.954, -3.187], [1.109, -0.527, -0.337], [-4.446, 0.982, -0.822], [-1.799, 3.046, 1.926], [-3.540, -1.107, 0.677], [0.524, 5.112, -3.740], [-4.884, -1.007, 0.438], [0.913, 4.251, -2.725], [-0.027, 3.495, -2.043], [3.959, 0.547, -1.308], [-1.950, -4.944, 4.472], [-3.068, 0.826, -0.533], [5.052, 0.615, -2.173], [2.805, -2.216, -2.409], [2.222, -4.245, -3.595], [6.189, 1.333, -1.828], [3.336, 0.189, 5.216], [1.478, 1.492, 6.316], [-2.583, -2.243, 4.655], [-2.232, 1.864, 4.326], [1.257, 0.965, 4.133], [6.245, 1.992, -0.607], [5.167, 1.927, 0.264], [-1.712, -2.688, 3.667], [-0.722, -4.372, 2.804], [3.790, 0.289, 6.199], [4.733, -2.244, -1.458], [0.132, -3.810, -0.516], [5.023, 0.098, -3.127], [-3.825, -2.798, 6.315], [3.199, -0.864, 4.971], [-3.928, 3.180, 1.719], [5.207, 2.437, 1.219], [1.959, 4.162, -2.451], [7.131, 2.552, -0.334], [7.029, 1.378, -2.509], [-3.146, -1.939, 1.247], [-1.705, -5.996, 4.407], [-1.582, 3.529, 0.981], [-6.404, 0.199, -0.541], [-2.348, 1.353, 5.271], [-2.815, -1.187, 4.702], [-1.642, 0.602, -4.755], [-0.456, -0.478, -2.900], [0.970, -2.516, -3.495], [1.957, 1.528, 7.278], [1.512, -4.804, -4.192], [3.979, 0.632, 4.458], [-5.562, -1.744, 0.844], [-2.803, 4.471, -3.715], [1.265, 5.707, -4.258], [-4.794, 1.819, -1.413], [-4.327, 2.096, 3.943], [3.086, 1.728, -3.873], [1.892, 2.818, -5.722], [-0.440, 2.568, 6.427], [-3.768, -3.535, -3.624], [-3.264, 2.909, -2.043], [3.683, -5.818, -3.559], [3.194, 1.163, 0.607], [-0.472, 2.261, -6.181], [-1.130, 5.845, -4.896], [-2.993, -4.999, -3.623], [5.289, -4.523, -2.192]], "lowdin_spin": [0.83, 0.00, 0.00, 0.01, 0.04, 0.01, 0.01, 0.07, 0.03, 0.00, 0.00, 0.02, 0.00, 0.00, 0.00, 0.00, 0.00, -0.01, 0.00, 0.00, 0.00, 0.02, 0.00, 0.00, 0.00, 0.00, 0.00, 0.00, 0.00, 0.00, 0.00, 0.00, 0.00, 0.00, 0.00, 0.00, -0.01, 0.00, 0.00, 0.00, 0.00, 0.00, 0.00, -0.06, -0.01, 0.00, 0.01, 0.00, 0.00, 0.00, 0.00, 0.00, 0.00, 0.03, 0.00, 0.00, 0.00, 0.00, 0.00, 0.00, 0.00, 0.00, 0.01, 0.00, 0.00, 0.00, 0.00, 0.00, 0.00, 0.00, 0.00, 0.00, 0.00, 0.00, 0.00, 0.00, 0.00, 0.00, 0.00, 0.00, 0.00, 0.00, 0.00, 0.00, 0.00, 0.00, 0.00, 0.00, 0.00, 0.00, 0.00, 0.00, 0.00, 0.00, 0.00, 0.00, 0.00, 0.00, 0.00, 0.00, 0.00, 0.00, 0.00, 0.00, 0.00, 0.00]}

No. 4
{"formula": "C17H17F3NO3S2", "method": "ωB97M-V with the def2-TZVPD basis set", "de_lowest_kcal_mol": 57.1, "e_lumo_ev": 2.2, "energy_ha": -2034.33531, "homo_ev": -2.37, "charge": -1, "orbital_gap_ev": 4.5472, "symbols": ["S", "S", "F", "F", "F", "O", "O", "O", "N", "C", "C", "C", "C", "C", "C", "C", "C", "C", "C", "C", "C", "C", "C", "C", "C", "C", "H", "H", "H", "H", "H", "H", "H", "H", "H", "H", "H", "H", "H", "H", "H", "H", "H"], "positions_angstrom": [[-0.467, -0.044, -1.681], [2.335, 1.163, -1.359], [-1.155, -1.916, -3.249], [0.961, -1.302, -3.637], [0.468, -2.484, -1.834], [0.995, 0.787, 3.786], [2.443, 0.932, -2.773], [2.312, 2.474, -0.788], [0.998, 0.275, -0.802], [3.600, -2.197, 0.067], [0.110, -0.975, 2.461], [4.121, -0.496, 1.734], [3.566, -1.209, -0.909], [-3.303, -0.656, 4.626], [4.024, 0.510, 0.750], [-1.263, -0.763, 2.779], [0.033, -1.501, -2.669], [-3.231, -1.751, 3.751], [1.850, -1.364, 4.314], [0.780, 0.402, 0.633], [-1.632, 0.480, 3.370], [-2.239, -1.797, 2.777], [-2.578, 0.511, 4.392], [3.465, 0.116, -0.465], [0.982, -0.430, 3.514], [3.739, -1.814, 1.417], [-0.187, -0.090, 0.816], [3.634, -1.419, -1.977], [1.618, -0.101, 1.131], [4.350, 1.531, 0.912], [-3.919, -2.591, 3.858], [1.348, -1.636, 5.262], [4.479, -0.274, 2.747], [-2.120, -2.625, 2.096], [3.660, -2.561, 2.208], [0.732, 1.444, 0.968], [-1.077, 1.378, 3.128], [-2.705, 1.409, 5.004], [2.118, -2.297, 3.798], [-3.959, -0.706, 5.482], [3.493, -3.253, -0.212], [2.754, -0.782, 4.578], [0.422, -1.878, 1.930]], "mulliken_charge": [-0.14, 1.22, -0.25, -0.20, -0.22, -0.75, -0.66, -0.68, 0.13, -0.51, -0.76, -0.40, -0.49, -0.52, -0.25, 1.09, 0.73, -0.36, -1.44, -0.02, -0.44, -0.97, -0.48, -0.33, 1.13, -0.17, 0.08, 0.46, -0.39, 0.42, 0.34, 0.37, 0.39, 0.32, 0.49, 0.21, 0.34, 0.35, 0.18, 0.33, 0.39, 0.32, 0.11]}